1.
The following is a quantum chemistry calculation of a structure of composition C44H49GeIrN7O4P2, from OMol25.

Element x y z (Å)
1 Ir 0.517 1.332 0.424
2 C 5.380 0.628 -2.208
3 N 4.081 0.083 -1.884
4 C 3.822 -1.209 -1.509
5 C 2.499 -1.248 -1.164
6 N 1.958 -0.004 -1.299
7 C 2.904 0.772 -1.749
8 P 2.703 2.572 -1.963
9 C 2.874 3.062 -0.229
10 N 2.021 2.678 0.700
11 C 2.418 3.271 1.872
12 C 3.533 4.019 1.640
13 N 3.813 3.902 0.304
14 C 4.978 4.423 -0.376
15 C 0.908 2.807 -2.032
16 N -0.004 2.427 -1.133
17 C -1.208 2.938 -1.541
18 C -1.029 3.637 -2.695
19 N 0.300 3.573 -2.997
20 C 0.918 4.115 -4.186
21 H 5.897 -0.029 -2.907
22 H 5.987 0.746 -1.309
23 H 5.249 1.600 -2.679
24 H 4.599 -1.955 -1.496
25 H 1.911 -2.076 -0.798
26 H 1.870 3.112 2.783
27 H 4.147 4.610 2.296
28 H 5.446 5.174 0.256
29 H 4.692 4.886 -1.320
30 H 5.703 3.633 -0.578
31 H -2.098 2.726 -0.976
32 H -1.727 4.152 -3.332
33 H 0.182 4.721 -4.709
34 H 1.252 3.318 -4.853
35 H 1.773 4.738 -3.927
36 C -1.275 0.109 0.422
37 Ge -2.062 -0.722 -1.062
38 C -1.645 -2.655 -1.496
39 C -2.008 -3.690 -0.633
40 C -1.689 -5.018 -0.887
41 C -0.971 -5.353 -2.029
42 C -0.589 -4.343 -2.901
43 C -0.928 -3.020 -2.637
44 C -1.722 0.078 -2.856
45 C -2.757 0.333 -3.754
46 C -2.506 0.811 -5.039
47 C -1.202 1.020 -5.464
48 C -0.155 0.746 -4.591
49 C -0.415 0.291 -3.304
50 C -4.060 -0.710 -1.071
51 C -4.837 -1.772 -1.533
52 C -6.224 -1.684 -1.596
53 C -6.865 -0.516 -1.207
54 C -6.109 0.559 -0.755
55 C -4.724 0.456 -0.689
56 H -2.541 -3.466 0.280
57 H -1.992 -5.787 -0.186
58 H -0.709 -6.384 -2.232
59 H -0.024 -4.580 -3.795
60 H -0.618 -2.262 -3.351
61 H -3.786 0.168 -3.457
62 H -3.334 1.009 -5.710
63 H -1.002 1.378 -6.468
64 H 0.875 0.875 -4.912
65 H 0.408 0.085 -2.637
66 H -4.351 -2.689 -1.850
67 H -6.803 -2.528 -1.952
68 H -7.945 -0.443 -1.256
69 H -6.599 1.476 -0.449
70 H -4.140 1.293 -0.317
71 C -4.026 -2.063 2.101
72 C -3.494 -0.662 2.383
73 P -1.727 -0.260 1.984
74 C -1.494 1.129 3.158
75 C -2.280 2.370 2.760
76 C -0.850 -1.623 2.918
77 C -0.052 -2.577 2.025
78 H -5.051 -2.158 2.466
79 H -3.429 -2.833 2.591
80 H -4.051 -2.278 1.036
81 H -3.579 -0.459 3.455
82 H -4.111 0.081 1.879
83 H -0.418 1.334 3.167
84 H -1.787 0.768 4.150
85 H -2.030 3.218 3.402
86 H -3.359 2.208 2.829
87 H -2.016 2.630 1.733
88 H -1.601 -2.165 3.492
89 H -0.190 -1.132 3.643
90 H -0.403 -2.532 0.988
91 H -0.126 -3.611 2.369
92 H 1.004 -2.295 2.006
93 O 3.554 0.413 1.630
94 C 2.559 0.065 2.265
95 O 1.323 0.223 2.045
96 C 2.813 -0.655 3.579
97 C 2.206 -0.241 4.755
98 C 2.456 -0.888 5.960
99 C 3.308 -1.981 5.996
100 C 3.892 -2.382 4.810
101 C 3.676 -1.745 3.610
102 N 4.814 -3.559 4.843
103 O 4.992 -4.100 5.918
104 O 5.331 -3.897 3.798
105 H 1.515 0.593 4.714
106 H 1.982 -0.551 6.872
107 H 3.517 -2.514 6.911
108 H 4.170 -2.075 2.707

Computed properties:
Net charge ... -1
HOMO ... -2.17 eV
HOMO-LUMO gap ... 4.2 eV

2.
The following is a quantum chemistry calculation of a structure of composition C44H50Li2O20S, from OMol25.

Element x y z (Å)
1 Li 14.826 -14.106 32.159
2 Li 17.038 -14.226 27.279
3 S 15.621 -12.856 29.548
4 O 14.899 -12.215 28.529
5 O 16.324 -11.884 30.372
6 O 14.796 -13.580 30.471
7 O 16.670 -13.817 29.058
8 C 15.033 -17.225 31.442
9 O 15.733 -16.031 31.648
10 H 14.243 -16.991 30.566
11 H 14.646 -17.578 32.506
12 H 15.703 -17.917 30.912
13 H 16.401 -15.854 30.949
14 C 17.000 -13.166 34.131
15 O 16.523 -13.305 32.818
16 H 17.752 -12.337 34.361
17 H 17.553 -14.122 34.568
18 H 16.188 -12.982 34.676
19 H 17.073 -12.700 32.123
20 C 19.282 -10.162 29.672
21 C 20.282 -9.542 28.944
22 C 21.615 -9.953 29.114
23 C 21.904 -10.821 30.180
24 C 20.995 -11.398 31.027
25 C 19.579 -11.081 30.749
26 O 18.646 -11.703 31.541
27 O 22.633 -9.387 28.357
28 H 18.255 -9.930 29.368
29 H 19.999 -8.912 28.090
30 H 22.843 -11.197 30.326
31 H 21.419 -12.198 31.918
32 H 17.737 -11.654 31.028
33 H 23.415 -9.486 28.631
34 C 16.194 -7.166 26.008
35 C 15.732 -8.463 25.747
36 C 15.579 -9.394 26.737
37 C 15.982 -9.037 28.059
38 C 16.432 -7.780 28.389
39 C 16.547 -6.880 27.267
40 O 16.873 -5.543 27.589
41 O 15.255 -10.670 26.438
42 H 16.382 -6.354 25.234
43 H 15.448 -8.649 24.772
44 H 15.856 -9.928 28.862
45 H 16.738 -7.459 29.398
46 H 16.874 -5.282 28.489
47 H 14.986 -10.821 27.285
48 C 14.022 -14.778 22.955
49 C 14.731 -14.893 24.223
50 C 14.388 -13.849 25.129
51 C 13.400 -12.911 24.819
52 C 12.556 -12.991 23.657
53 C 12.963 -13.949 22.723
54 O 12.440 -13.876 21.433
55 O 14.943 -13.883 26.352
56 H 14.426 -15.419 22.255
57 H 15.437 -15.628 24.464
58 H 13.209 -12.060 25.660
59 H 11.831 -12.182 23.627
60 H 12.680 -14.568 20.966
61 H 14.658 -13.235 26.900
62 C 10.315 -9.967 28.236
63 C 9.551 -9.635 29.316
64 C 10.152 -9.238 30.517
65 C 11.528 -9.278 30.625
66 C 12.322 -9.999 29.639
67 C 11.616 -10.422 28.504
68 O 12.393 -11.046 27.587
69 O 9.403 -8.795 31.567
70 H 9.864 -10.232 27.237
71 H 8.468 -9.569 29.281
72 H 12.035 -8.763 31.584
73 H 13.353 -10.553 29.892
74 H 13.246 -11.379 27.900
75 H 9.933 -9.105 32.222
76 C 19.869 -15.060 32.387
77 C 18.946 -15.039 31.309
78 C 18.740 -16.123 30.447
79 C 19.369 -17.371 30.679
80 C 20.387 -17.412 31.728
81 C 20.621 -16.273 32.545
82 O 21.505 -16.384 33.544
83 O 17.699 -16.152 29.559
84 H 19.893 -14.211 32.849
85 H 18.469 -14.019 31.233
86 H 19.116 -18.394 30.197
87 H 20.857 -18.357 31.794
88 H 21.703 -15.543 33.836
89 H 17.152 -15.166 29.298
90 C 14.329 -9.370 34.249
91 C 15.035 -9.915 33.270
92 C 15.649 -9.049 32.268
93 C 15.461 -7.668 32.381
94 C 14.579 -7.169 33.356
95 C 14.155 -7.964 34.322
96 O 13.234 -7.666 35.330
97 O 16.426 -9.422 31.216
98 H 13.832 -10.064 34.989
99 H 15.021 -10.994 33.030
100 H 15.897 -7.043 31.774
101 H 14.542 -6.196 33.363
102 H 13.309 -8.018 36.133
103 H 16.481 -10.322 31.438
104 C 11.625 -13.603 30.886
105 C 10.605 -13.084 31.698
106 C 9.614 -13.945 32.183
107 C 9.328 -15.258 31.606
108 C 10.358 -15.762 30.769
109 C 11.507 -14.934 30.400
110 O 12.488 -15.544 29.667
111 O 8.801 -13.391 33.204
112 H 12.588 -13.039 30.555
113 H 10.678 -12.117 32.031
114 H 8.414 -15.995 31.874
115 H 10.216 -16.755 30.568
116 H 13.169 -15.031 29.838
117 H 8.078 -13.754 33.641

Computed properties:
HOMO ... -7.83 eV
Energy above the lowest of the compared OMol25 structures with the same formula, charge and spin ... 0.0 kJ/mol
HOMO-LUMO gap ... 7.1 eV

3.
The following is a quantum chemistry calculation of a structure of composition C44H50N6O3Pt, from OMol25.

Element x y z (Å)
1 Pt 0.576 1.005 0.703
2 C -0.173 1.827 -1.867
3 C -1.150 2.993 -1.697
4 C -0.401 4.318 -1.513
5 C -2.250 2.739 -0.675
6 C -3.564 2.630 -1.107
7 C -4.586 2.399 -0.198
8 C -4.297 2.259 1.147
9 C -2.989 2.334 1.619
10 C -2.694 2.109 3.086
11 C -3.279 0.777 3.562
12 C -3.215 3.271 3.934
13 C -1.982 2.592 0.691
14 N -0.606 2.606 1.031
15 C -0.048 3.576 1.802
16 O -0.608 4.548 2.274
17 C 1.452 3.398 1.951
18 C 2.289 4.202 2.695
19 C 3.629 3.830 2.796
20 C 4.094 2.664 2.198
21 C 3.196 1.914 1.461
22 N 1.958 2.348 1.313
23 C 3.458 0.562 0.832
24 O 4.566 0.062 0.937
25 N 2.394 0.079 0.132
26 C 2.664 -1.116 -0.609
27 C 2.310 -2.367 -0.079
28 C 2.544 -3.512 -0.824
29 C 3.174 -3.438 -2.053
30 C 3.591 -2.210 -2.523
31 C 3.343 -1.019 -1.838
32 C 3.950 0.222 -2.525
33 C 3.876 1.609 -1.886
34 C 3.470 0.393 -3.977
35 C 1.808 -2.508 1.341
36 C 2.949 -3.024 2.228
37 C 0.570 -3.393 1.481
38 H 0.464 1.967 -2.743
39 H -0.655 0.855 -1.922
40 H 0.592 1.793 -1.032
41 H -1.676 3.063 -2.655
42 H 0.354 4.253 -0.730
43 H -1.085 5.126 -1.256
44 H 0.111 4.584 -2.440
45 H -3.790 2.737 -2.162
46 H -5.609 2.317 -0.542
47 H -5.103 2.068 1.845
48 H -1.610 2.058 3.205
49 H -4.369 0.779 3.505
50 H -3.007 0.595 4.604
51 H -2.911 -0.051 2.953
52 H -4.303 3.349 3.851
53 H -2.775 4.213 3.611
54 H -2.972 3.113 4.987
55 H 1.880 5.066 3.198
56 H 4.308 4.439 3.379
57 H 5.108 2.308 2.307
58 H 2.266 -4.479 -0.422
59 H 3.373 -4.336 -2.624
60 H 4.141 -2.172 -3.455
61 H 5.015 -0.028 -2.587
62 H 2.846 1.928 -1.720
63 H 4.331 2.322 -2.577
64 H 4.432 1.676 -0.956
65 H 2.499 0.891 -4.005
66 H 3.387 -0.545 -4.522
67 H 4.171 1.035 -4.513
68 H 1.554 -1.515 1.695
69 H 3.201 -4.055 1.970
70 H 2.658 -3.002 3.281
71 H 3.844 -2.414 2.099
72 H 0.713 -4.369 1.013
73 H -0.301 -2.919 1.031
74 H 0.351 -3.568 2.537
75 N -1.003 -4.845 -2.814
76 C -0.510 -3.616 -3.137
77 C -0.476 -2.582 -2.178
78 N 0.019 -1.397 -2.443
79 C 0.472 -1.208 -3.691
80 C 0.420 -2.210 -4.635
81 N -0.067 -3.425 -4.371
82 H -1.380 -5.029 -1.904
83 H -1.033 -5.555 -3.521
84 H -0.867 -2.753 -1.184
85 H 0.867 -0.234 -3.932
86 H 0.782 -2.040 -5.643
87 C -0.954 -0.211 0.396
88 C -1.880 -0.972 0.256
89 C -2.983 -1.870 0.072
90 C -3.346 -2.764 1.081
91 C -4.402 -3.642 0.892
92 C -5.107 -3.640 -0.303
93 C -4.750 -2.754 -1.313
94 C -3.696 -1.875 -1.130
95 H -2.795 -2.763 2.013
96 H -4.674 -4.331 1.681
97 H -5.932 -4.325 -0.448
98 H -5.298 -2.748 -2.246
99 H -3.411 -1.183 -1.912
100 C 0.079 -0.409 3.290
101 O 0.735 0.658 2.623
102 H 0.833 -1.076 3.715
103 H -0.578 -0.985 2.644
104 H -0.522 0.023 4.095

Computed properties:
HOMO ... -8.09 eV
Energy above the lowest of the compared OMol25 structures with the same formula, charge and spin ... 200.4 kJ/mol
HOMO-LUMO gap ... 6.6 eV

4.
The following is a quantum chemistry calculation of a structure of composition C44H52AsIrN2PSTe, from OMol25.

Element x y z (Å)
1 Ir 0.968 -0.287 1.977
2 C 0.974 -3.750 2.226
3 C 1.613 -2.695 1.312
4 C 2.745 -1.915 1.709
5 C 3.390 -2.219 3.076
6 C 3.492 -1.261 0.726
7 C 4.680 -0.400 1.075
8 C 3.180 -1.325 -0.642
9 C 4.074 -0.707 -1.679
10 C 2.092 -2.064 -1.053
11 C 1.801 -2.206 -2.530
12 C 1.281 -2.695 -0.082
13 C 0.269 -3.814 -0.496
14 H 1.411 -3.633 3.201
15 H 1.334 -4.705 1.887
16 H -0.124 -3.807 2.138
17 H 2.845 -1.702 3.861
18 H 4.455 -1.942 3.125
19 H 3.389 -3.257 3.334
20 H 5.553 -0.742 0.505
21 H 4.771 -0.432 2.118
22 H 4.573 0.651 0.730
23 H 4.926 -0.185 -1.286
24 H 3.561 -0.048 -2.414
25 H 4.510 -1.477 -2.277
26 H 1.666 -1.252 -2.990
27 H 0.983 -2.882 -2.728
28 H 2.623 -2.727 -3.019
29 H 0.133 -3.899 -1.540
30 H -0.686 -3.708 0.070
31 H 0.635 -4.802 -0.162
32 S 2.363 1.058 3.395
33 C 1.802 2.716 3.456
34 N 2.272 3.547 4.413
35 C 1.894 4.850 4.455
36 C 1.063 5.263 3.475
37 C 0.594 4.396 2.483
38 N 0.949 3.112 2.512
39 H 2.996 3.239 5.028
40 H 2.335 5.388 5.285
41 H 0.667 6.300 3.490
42 H -0.113 4.690 1.748
43 C -0.893 -0.286 -1.341
44 C -2.010 -0.998 -0.616
45 As -3.326 -1.800 -1.838
46 C -2.409 -2.663 -3.318
47 C -1.944 -3.958 -3.212
48 C -1.132 -4.513 -4.213
49 C -0.776 -3.758 -5.315
50 C -1.203 -2.455 -5.420
51 C -2.050 -1.943 -4.491
52 C -4.374 -0.432 -2.496
53 C -5.083 -0.561 -3.728
54 C -5.822 0.522 -4.226
55 C -5.788 1.729 -3.486
56 C -5.279 1.772 -2.205
57 C -4.557 0.712 -1.691
58 P -0.026 0.768 0.001
59 C 1.167 1.715 -0.922
60 C 2.258 2.228 -0.215
61 C 3.130 3.072 -0.866
62 C 2.909 3.458 -2.187
63 C 1.892 2.834 -2.893
64 C 1.015 1.981 -2.240
65 C -1.338 1.908 0.557
66 C -2.199 1.654 1.668
67 C -3.065 2.592 2.147
68 C -3.093 3.842 1.560
69 C -2.372 4.107 0.408
70 C -1.484 3.185 -0.028
71 H -1.348 0.419 -2.032
72 H -0.166 -0.879 -1.878
73 H -2.469 -0.252 0.031
74 H -1.564 -1.854 0.011
75 H -2.151 -4.562 -2.356
76 H -0.761 -5.523 -4.178
77 H -0.127 -4.244 -6.022
78 H -0.845 -1.933 -6.302
79 H -2.456 -0.963 -4.639
80 H -5.015 -1.499 -4.258
81 H -6.327 0.459 -5.188
82 H -6.316 2.614 -3.909
83 H -5.335 2.682 -1.633
84 H -4.056 0.767 -0.734
85 H 2.396 1.935 0.826
86 H 3.957 3.439 -0.281
87 H 3.544 4.269 -2.533
88 H 1.705 3.188 -3.925
89 H 0.133 1.644 -2.793
90 H -2.115 0.767 2.171
91 H -3.746 2.400 2.971
92 H -3.800 4.576 1.885
93 H -2.461 5.106 -0.061
94 H -0.866 3.426 -0.916
95 C -0.177 -2.480 5.082
96 Te -0.918 -1.070 3.727
97 C -1.133 0.409 5.244
98 H 0.888 -2.379 5.106
99 H -0.394 -3.492 4.777
100 H -0.611 -2.224 6.028
101 H -0.313 0.261 5.884
102 H -2.094 0.213 5.791
103 H -1.150 1.398 4.798

Computed properties:
Multiplicity ... 5
Net charge ... +3
HOMO (spin up / spin down) ... -14.60 / -15.46 eV
Energy above the lowest of the compared OMol25 structures with the same formula, charge and spin ... 114.3 kJ/mol
HOMO-LUMO gap (spin up / spin down) ... 6.7 / 5.5 eV